{"formula": "C3H6N", "method": "ωB97M-V with the def2-TZVPD basis set", "species": ["C", "C", "C", "N", "H", "H", "H", "H", "H", "H"], "xyz": [[1.2861, -0.0465, -0.2175], [-1.1137, 0.3066, -0.2952], [0.1622, 0.5124, 0.5008], [-0.2736, -0.8555, 0.0386], [1.0961, -0.0489, -1.3211], [2.3108, -0.1828, 0.0716], [-2.1024, 0.4296, 0.0962], [-1.1087, 0.6250, -1.2842], [0.3298, 0.6656, 1.5880], [-0.5865, -1.4055, 0.8228]], "forces_ev_per_a": [[-3.6, 0.8, -3.2], [2.2, 0.3, 1.2], [0.3, 0.7, 1.4], [0.4, -0.6, -0.1], [0.9, 0.2, 1.0], [0.0, -0.9, 1.0], [-0.1, -0.3, 1.1], [0.4, 0.1, -1.9], [-0.9, 0.2, -0.9], [0.3, -0.5, 0.3]], "e_above_lowest_kcal_mol": 55.52, "homo_lumo_gap_ev": 12.03, "charge": 1, "total_energy_ev": -4687.709, "lumo_ev": -4.95, "smiles": "C1[C@H]2C[N@@H+]12"}

{"formula": "C3H6N", "method": "ωB97M-V with the def2-TZVPD basis set", "species": ["C", "C", "C", "N", "H", "H", "H", "H", "H", "H"], "xyz": [[-1.2778, 1.0147, 2.1080], [-0.6462, -0.6776, 0.9307], [0.0472, 0.1755, -0.0850], [0.9751, -0.6171, -0.9668], [-2.4051, 0.8615, 1.7690], [0.5566, 1.0237, 0.3573], [-0.8450, 0.4806, -0.6225], [1.7896, -0.9028, -0.3093], [1.3332, 0.0528, -1.7707], [0.4725, -1.4114, -1.4106]], "forces_ev_per_a": [[-0.8, -3.5, -2.5], [-0.4, 3.6, 1.7], [-1.1, -1.0, 1.6], [1.8, 1.5, -0.9], [1.6, 0.4, 0.5], [0.3, 0.2, -0.3], [-0.2, 0.4, -0.7], [-1.4, 0.1, -1.9], [-0.5, -1.9, 1.9], [0.6, 0.2, 0.6]], "e_above_lowest_kcal_mol": 210.21, "homo_lumo_gap_ev": 7.76, "charge": 1, "total_energy_ev": -4681.001, "lumo_ev": -5.77}

{"formula": "C3H6N14O2Pt", "method": "ωB97M-V with the def2-TZVPD basis set", "species": ["Pt", "N", "N", "C", "N", "N", "N", "O", "O", "H", "H", "H", "H", "H", "N", "C", "N", "N", "N", "N", "C", "N", "N", "N", "N", "H"], "xyz": [[0.1863, 0.0523, 0.3025], [-1.4891, -0.7351, -1.2446], [-2.0853, -1.9524, -0.8788], [-1.6372, -2.5977, 0.2230], [-1.9961, -3.8544, 0.4611], [-0.8537, -1.8909, 1.0139], [-0.1392, -2.4122, 2.0302], [-0.4398, -3.4972, 2.4947], [0.7886, -1.7268, 2.3865], [-2.1946, -0.0364, -1.4590], [-0.8388, -0.8526, -2.0307], [-2.5407, -2.5043, -1.5996], [-2.4883, -4.4237, -0.2035], [-1.6198, -4.2642, 1.3161], [3.5628, -0.2607, 0.3880], [2.9398, 0.4868, 1.3377], [3.5032, 0.8693, 2.4777], [2.5785, 1.5470, 3.1123], [1.4957, 1.6230, 2.4310], [1.6585, 0.9743, 1.2936], [2.9566, -0.8207, -0.6955], [3.4541, -1.7699, -1.4878], [2.4918, -2.0493, -2.3407], [1.4500, -1.3217, -2.1277], [1.7016, -0.5083, -1.1115], [4.5019, -0.5606, 0.6117]], "forces_ev_per_a": [[0.8, 0.5, -2.0], [0.8, 0.2, 0.2], [-0.3, 0.0, -0.4], [0.4, -0.5, 0.7], [-0.1, -0.1, 0.0], [-0.5, 1.4, -0.6], [0.6, -0.3, 0.2], [0.0, -0.6, 0.5], [0.0, -0.3, 0.5], [0.1, -0.1, 0.2], [-0.1, -0.2, 0.1], [0.2, 0.2, 0.2], [0.0, 0.1, -0.1], [-0.1, 0.1, -0.2], [0.7, -0.2, -0.1], [-0.8, 0.8, 0.9], [0.9, -1.1, -1.6], [-0.9, 1.2, 0.7], [-1.2, 0.5, 1.2], [1.3, -1.8, -1.2], [-0.9, -0.3, -0.8], [0.7, 0.8, 1.3], [-0.8, -0.1, -1.0], [-0.9, -0.6, -0.7], [0.4, 0.6, 2.1], [-0.2, 0.0, -0.1]], "e_above_lowest_kcal_mol": 0.00, "homo_lumo_gap_ev": [6.31, 6.33], "charge": 0, "total_energy_ev": -31403.791, "lumo_ev": [-1.84, -1.80]}

{"formula": "C3H6N2", "method": "ωB97M-V with the def2-TZVPD basis set", "species": ["C", "C", "C", "H", "H", "H", "H", "H", "H", "N", "N"], "xyz": [[-0.5160, 0.0866, 0.0140], [0.7250, -0.6778, -0.0139], [1.9131, -0.0480, -0.0752], [-1.4990, -1.5352, 0.3874], [-2.5404, -0.1274, 0.3838], [-1.0378, 2.0091, 0.1213], [0.7020, -1.8819, 0.5607], [2.7815, -0.8246, 0.1822], [1.7255, 1.0561, -0.3676], [-1.6359, -0.6033, -0.2209], [-0.2018, 1.3375, 0.1042]], "forces_ev_per_a": [[3.2, 2.9, -0.6], [1.8, -4.0, 3.0], [-0.2, -2.1, -0.2], [-0.5, 2.2, -2.2], [3.1, -1.4, -2.6], [1.2, -1.4, -0.2], [-0.1, 3.6, -2.2], [-1.3, 2.8, -0.9], [1.6, -1.8, 0.6], [-5.2, -1.9, 5.0], [-3.6, 1.3, 0.3]], "e_above_lowest_kcal_mol": 80.74, "homo_lumo_gap_ev": 9.86, "charge": 0, "total_energy_ev": -6185.044, "lumo_ev": 0.66, "smiles": "[H]/N=C(\\N)C=C"}

{"formula": "C3H6N2", "method": "ωB97M-V with the def2-TZVPD basis set", "species": ["C", "C", "C", "N", "N", "H", "H", "H", "H", "H", "H"], "xyz": [[-1.1569, 0.7607, 1.0992], [1.6031, -0.4776, -0.5956], [0.7444, -1.4342, -0.6517], [-1.7783, 1.3016, 0.0566], [-0.3459, 1.6010, 0.7083], [-1.3359, -0.0259, 1.8916], [2.6196, -0.7652, -0.5492], [-2.4664, 2.0472, 0.2859], [1.2799, 0.5197, -0.7007], [1.0967, -2.4070, -0.5929], [-0.2604, -1.1204, -0.9513]], "forces_ev_per_a": [[0.4, -2.1, 3.5], [1.2, 0.6, -0.1], [-2.3, 0.6, -0.9], [-2.1, 1.2, -2.7], [0.5, 0.4, 0.2], [0.4, 1.0, -1.1], [1.2, 0.4, 0.4], [0.7, -0.5, 0.2], [0.2, 1.1, -0.1], [-0.1, -1.9, 0.1], [-0.1, -0.9, 0.5]], "e_above_lowest_kcal_mol": 112.15, "homo_lumo_gap_ev": 10.58, "charge": 0, "total_energy_ev": -6183.682, "lumo_ev": 1.06, "smiles": "C1=NN1.C=C"}

{"formula": "C3H6N2O", "method": "ωB97M-V with the def2-TZVPD basis set", "species": ["C", "C", "O", "N", "C", "N", "H", "H", "H", "H", "H", "H"], "xyz": [[1.3432, 0.7997, 1.1448], [0.1403, 0.4368, 0.3201], [0.2196, -0.8272, -0.1909], [-0.8817, 1.1297, 0.0490], [-0.8554, -1.1891, -0.9795], [-0.7025, -2.1340, -1.7912], [2.2668, 0.6716, 0.5725], [1.2756, 1.8401, 1.4730], [1.4010, 0.1515, 2.0238], [-0.8476, 2.0509, 0.4578], [-1.7686, -0.6174, -0.8210], [-1.5907, -2.3124, -2.2586]], "forces_ev_per_a": [[0.0, 0.0, 0.0], [-0.3, 0.3, 0.0], [-0.2, 0.1, -0.2], [0.2, 0.2, 0.1], [-0.1, -0.6, -0.2], [0.0, 0.0, 0.1], [-0.2, -0.1, 0.0], [0.0, -0.2, -0.1], [0.0, 0.0, -0.1], [0.2, 0.2, 0.2], [0.3, -0.1, 0.2], [0.1, 0.0, 0.0]], "e_above_lowest_kcal_mol": 30.24, "homo_lumo_gap_ev": 10.99, "charge": 0, "total_energy_ev": -8235.387, "lumo_ev": 0.91, "smiles": "[H]/N=C/O/C(C)=N/[H]"}